DFT (ωB97M-V/def2-TZVPD) results for C20H21N2O7PRhS4 as an isolated structure.

```
56
Properties=species:S:1:pos:R:3:forces:R:3
Rh 0.25422 0.16775 -0.83283 -0.37 -0.32 0.29
O -0.17341 -3.06047 4.51416 0.01 -0.02 -0.01
C -0.02349 -2.34753 3.36828 -0.01 0.01 -0.01
C 0.90304 -2.70684 2.39318 -0.01 0.03 0.00
C 0.98078 -1.92476 1.26103 -0.02 -0.01 0.03
N 0.20591 -0.86329 1.09808 0.14 -0.04 0.02
C -0.67261 -0.50208 2.02511 0.01 0.04 0.05
C -0.82746 -1.22715 3.18815 0.03 0.01 -0.02
C -1.45010 0.76304 1.69237 0.00 0.05 -0.07
O -2.31319 1.14114 2.47325 -0.03 0.03 0.04
O -1.08993 1.31201 0.59828 -0.16 -0.20 -0.19
C 1.93792 -2.18675 0.11024 0.04 0.03 -0.06
O 2.70632 -3.13117 0.18101 0.01 -0.04 0.02
O 1.83026 -1.34051 -0.85142 -0.02 0.02 0.03
H 0.44597 -3.79850 4.50798 -0.01 0.02 0.00
H 1.55797 -3.56388 2.48677 0.01 -0.01 0.00
H -1.54954 -0.91112 3.92618 -0.01 0.01 0.01
S -2.01149 -0.71758 -1.80381 0.07 0.12 0.07
C -0.98912 -0.75188 -3.17122 -0.02 0.01 -0.04
N 0.24850 -0.36890 -3.03292 0.22 0.14 -0.20
C 0.96913 -0.40275 -4.20829 -0.07 -0.09 0.02
C 2.30945 -0.06255 -4.35510 0.03 0.01 -0.01
C 2.87706 -0.15740 -5.61150 0.00 0.00 -0.02
C 2.13111 -0.58985 -6.71161 0.00 0.00 0.01
C 0.79904 -0.94077 -6.57084 0.02 0.00 0.00
C 0.22572 -0.84457 -5.31023 -0.02 0.00 -0.02
S -1.40337 -1.21342 -4.80388 -0.01 -0.01 -0.01
H 2.87529 0.25538 -3.48986 0.00 0.01 0.01
H 3.91919 0.10220 -5.74489 0.01 0.00 0.00
H 2.60000 -0.65692 -7.68466 0.00 0.00 -0.01
H 0.22249 -1.28206 -7.42051 -0.01 0.00 -0.01
C -2.18045 4.44431 0.92144 0.03 -0.01 -0.03
C -1.66453 4.59644 -0.49254 0.10 0.04 -0.05
C -2.22200 3.58324 -1.47029 -0.03 -0.06 0.06
O -0.21160 4.61192 -0.57267 -0.15 0.07 -0.05
P 0.98765 3.72790 -0.03047 0.26 -0.08 0.14
S 1.03301 3.25713 1.83000 0.11 0.19 0.05
S 1.34353 2.15992 -1.35735 -0.18 0.17 -0.12
O 2.20093 4.71066 -0.40160 0.03 -0.06 0.06
C 2.33695 5.65280 -1.48329 0.00 0.06 0.02
C 1.83360 5.15600 -2.82752 -0.01 0.02 0.00
C 1.71504 6.98026 -1.08140 0.00 -0.01 -0.02
H -3.26406 4.58028 0.90388 -0.01 0.04 0.00
H -1.73860 5.19851 1.57302 0.00 -0.02 0.02
H -1.97358 3.45720 1.32111 0.03 -0.08 0.04
H -1.90216 5.60636 -0.84322 -0.03 -0.04 -0.03
H -2.00197 2.56891 -1.13983 0.02 0.01 -0.01
H -1.80905 3.74625 -2.46679 0.01 -0.03 0.00
H -3.30756 3.69003 -1.52060 0.00 0.03 -0.01
H 3.42061 5.78311 -1.55161 -0.03 -0.01 0.00
H 0.75351 5.01603 -2.81820 0.01 -0.01 -0.01
H 2.30201 4.21359 -3.10310 0.01 -0.01 0.00
H 2.07995 5.90331 -3.58491 0.01 0.01 0.00
H 0.63364 6.88488 -0.99850 -0.01 0.00 -0.01
H 1.94766 7.73860 -1.83203 0.00 0.01 0.00
H 2.11043 7.30615 -0.11989 0.00 0.00 0.01
```
Forces are in eV/Å.

Results
* multiplicity: 5
* lowest unoccupied orbital energy (alpha / beta): 0.0890 / 0.0292 Eh
* energy: -94037.2858 eV
* maximum force: 0.6 eV/A
* energy relative to the best compared isomer or geometry (same formula, charge and spin): 2.46 kcal/mol
* highest occupied orbital energy (alpha / beta): -5.303 / -5.483 eV
* total charge: -1
* expectation value of S²: 6.01